[1]
Entry from the OMol25 dataset: a molecular structure, C53H35CeN4O8 (ωB97M-V/def2-TZVPD).

Frontier orbital gap (eV): 5.7
Molecular weight (Da): 996.00
Strongest force on any atom (eV/Å): 2.82

```
! wB97M-V def2-TZVPD RIJCOSX def2/J DEFGRID3
* xyz -1 1
H 5.400 6.601 3.217
C -0.144 4.325 -0.570
C -2.963 -0.561 0.341
H -2.490 4.761 -4.929
C 2.269 2.630 1.488
C 1.189 -3.044 -1.492
C -6.186 -4.306 1.415
C -1.539 -2.294 1.443
C -3.837 4.164 -1.370
H -5.090 -0.756 -0.352
N 0.117 2.250 0.371
H -7.054 -4.944 1.521
C 3.512 5.604 3.396
H -0.207 -5.028 -2.767
C 2.713 4.576 2.935
H -6.969 -2.766 2.682
C -3.944 1.027 -0.906
H 4.576 1.556 2.859
C -0.028 -3.715 2.302
N 1.803 0.232 1.605
H -1.726 -4.164 -3.137
H 6.211 5.113 1.423
C 4.250 -5.080 1.902
C -2.868 4.600 -3.928
C 0.474 1.187 -3.173
C 2.817 -3.263 2.542
H 1.691 5.168 0.262
H -4.198 3.988 -0.365
O 2.093 2.704 -5.946
C -4.516 5.012 -2.228
C 3.912 -4.590 4.224
C 1.926 -2.149 2.140
H -0.587 5.122 -1.140
N -2.020 0.396 0.172
H -3.182 -4.189 -0.131
H 0.493 -4.548 2.740
Ce 0.384 -0.070 -0.379
O -0.437 0.557 -2.522
C -6.136 -3.083 2.065
C 3.169 3.712 1.941
O 1.575 -1.965 -0.979
C 3.790 0.899 2.531
C -4.037 5.219 -3.513
C -1.953 2.595 -0.894
C 0.402 1.664 -4.547
H -1.286 -4.533 -1.458
H 5.208 -6.140 3.507
C -4.188 -0.171 -0.320
H -5.418 5.513 -1.895
H -1.279 3.269 -3.387
H -0.604 -2.252 -4.346
C -2.671 3.527 -1.784
O 3.659 2.755 -3.441
H -4.611 1.607 -1.516
C -0.896 -4.256 -2.435
N -0.357 -1.636 1.389
C -2.180 3.766 -3.065
C 3.061 -3.555 3.879
H 4.700 -5.690 1.131
O -1.006 -1.970 -1.671
H 0.824 -1.490 -3.622
H 4.770 3.267 0.601
H 3.128 -3.879 0.515
C 0.269 -2.426 -3.713
C -1.352 -3.596 2.044
C 1.763 1.487 -2.611
C -0.151 -2.923 -2.328
H -4.997 -1.303 2.419
H -5.154 -5.647 0.101
H -2.128 -4.313 2.246
H 2.560 -2.973 4.641
H -1.378 -1.379 -2.349
C 2.463 -0.855 2.077
H 3.148 6.262 4.175
H 4.454 -1.111 3.081
C -4.009 -3.891 0.494
C 1.729 2.275 -4.851
C 2.548 2.242 -3.597
C 3.387 -4.058 1.550
H 1.722 4.424 3.341
C -0.695 2.998 -0.417
C 3.730 -0.451 2.641
H -4.584 5.861 -4.191
O 1.764 -4.130 -1.477
C -5.032 -2.263 1.923
C -5.117 -4.704 0.627
C -3.950 -2.660 1.140
C 5.230 4.951 1.854
C 2.583 1.312 1.849
C 4.433 3.915 1.397
C 4.774 5.794 2.856
H 4.085 -4.823 5.268
H 0.913 -3.165 -4.186
O -0.561 1.583 -5.323
C 4.528 -5.341 3.236
C 0.999 4.355 0.157
C -2.769 -1.792 0.987
C 1.162 3.035 0.725
O 2.124 1.110 -1.452
C -2.585 1.384 -0.568
C 0.583 -2.470 1.901
*
```

Atomic partial charges in e from the Mulliken method, atoms 1 to 99: number 1, H, carries 0.3841; number 2, C, carries -1.5125; number 3, C, carries 0.4367; number 4, H, carries 0.4603; number 5, C, carries 0.8254; number 6, C, carries 0.0665; number 7, C, carries -0.4018; number 8, C, carries 0.8144; number 9, C, carries -0.1546; number 10, H, carries 0.5976; number 11, N, carries 0.0357; number 12, H, carries 0.3706; number 13, C, carries -0.8834; number 14, H, carries 0.3839; number 15, C, carries 0.1191; number 16, H, carries 0.3834; number 17, C, carries -1.5355; number 18, H, carries 0.5319; number 19, C, carries -1.7047; number 20, N, carries 0.0907; number 21, H, carries 0.4425; number 22, H, carries 0.3891; number 23, C, carries -0.8393; number 24, C, carries -0.8287; number 25, C, carries 1.0535; number 26, C, carries -0.8127; number 27, H, carries 0.5762; number 28, H, carries 0.4900; number 29, O, carries -0.6425; number 30, C, carries -0.8688; number 31, C, carries -0.8011; number 32, C, carries 1.5117; number 33, H, carries 0.5462; number 34, N, carries -0.0786; number 35, H, carries 0.4711; number 36, H, carries 0.5324; number 37, Ce, carries 0.3061; number 38, O, carries -0.7708; number 39, C, carries -0.8062; number 40, C, carries -0.6209; number 41, O, carries -0.6010; number 42, C, carries -1.4738; number 43, C, carries -0.4564; number 44, C, carries 0.7586; number 45, C, carries -0.0361; number 46, H, carries 0.2777; number 47, H, carries 0.3603; number 48, C, carries -1.5325; number 49, H, carries 0.3864; number 50, H, carries 0.2688; number 51, H, carries 0.4503; number 52, C, carries -0.1362; number 53, O, carries -0.6859; number 54, H, carries 0.5901; number 55, C, carries -2.0222; number 56, N, carries 0.1899; number 57, C, carries -0.0516; number 58, C, carries 0.1739; number 59, H, carries 0.4195; number 60, O, carries 0.1247; number 61, H, carries 0.3444; number 62, H, carries 0.5760; number 63, H, carries 0.3366; number 64, C, carries -1.7744; number 65, C, carries -1.5145; number 66, C, carries 0.6951; number 67, C, carries 1.9599; number 68, H, carries 0.4795; number 69, H, carries 0.4019; number 70, H, carries 0.6159; number 71, H, carries 0.4601; number 72, H, carries 0.1434; number 73, C, carries 0.6827; number 74, H, carries 0.3759; number 75, H, carries 0.5481; number 76, C, carries 0.1850; number 77, C, carries 0.3283; number 78, C, carries -0.3168; number 79, C, carries 0.1189; number 80, H, carries 0.4748; number 81, C, carries 0.9016; number 82, C, carries -1.7050; number 83, H, carries 0.3740; number 84, O, carries -0.7771; number 85, C, carries -0.2559; number 86, C, carries -0.8881; number 87, C, carries -0.3219; number 88, C, carries -0.9042; number 89, C, carries 0.7099; number 90, C, carries 0.1833; number 91, C, carries -0.3011; number 92, H, carries 0.3922; number 93, H, carries 0.4898; number 94, O, carries -0.7341; number 95, C, carries -0.3415; number 96, C, carries -1.5917; number 97, C, carries 1.0078; number 98, C, carries 0.7069; number 99, O, carries -0.1811



[2]
Entry from the OMol25 dataset: a molecular structure, C53H42F3N4P2SSiSn (ωB97M-V/def2-TZVPD).

Frontier orbital gap (eV): 4.8
Molecular weight (Da): 1032.75
Strongest force on any atom (eV/Å): 0.60

```
! wB97M-V def2-TZVPD RIJCOSX def2/J DEFGRID3
* xyz -1 1
C 2.495 -1.881 -3.877
C 2.269 -2.857 -4.834
N -0.227 -1.588 3.056
C -3.123 -1.755 -4.100
H 5.888 -0.928 6.082
F 8.274 -0.752 6.222
C 6.908 -0.028 4.426
C -1.045 3.118 2.178
H 3.118 -2.122 0.012
C -6.668 -1.756 1.120
H -5.416 -1.995 -0.600
H 3.474 -1.423 -3.798
C 0.036 -2.887 2.981
H -0.933 -3.622 -4.060
C 0.920 1.489 -3.638
H -2.204 -1.601 5.764
C -1.402 -2.670 -0.681
C -2.712 3.889 -2.152
Si -1.106 -1.216 -1.917
C -2.818 -1.217 -2.839
H 3.660 -0.775 5.007
C -3.873 4.633 -1.982
C -0.464 -3.809 3.884
C -1.314 0.293 4.062
H 4.307 1.090 -2.547
H -4.557 -2.028 -5.670
Sn 0.042 0.125 1.082
C 6.218 -0.903 -0.588
C 4.555 0.301 -1.847
H -0.468 -2.950 -0.181
H 5.471 -2.496 0.644
C -5.305 0.612 1.546
H 6.653 0.743 -1.893
P -3.484 0.248 -0.554
C 6.782 0.514 3.152
C 1.938 3.707 -2.314
H 1.107 4.861 -3.923
C 1.252 3.870 -3.510
H 3.059 -3.137 -5.522
C 5.540 0.598 2.555
H -7.192 -2.688 0.951
H 0.190 2.882 -5.092
H -1.853 4.323 -2.650
H -4.760 1.530 1.733
C 8.261 -0.066 5.064
S -0.035 2.791 0.820
C 5.220 -1.715 -0.064
H -1.285 5.057 1.581
C 4.542 -0.414 4.495
C -5.668 -1.363 0.242
C -1.561 -1.997 4.989
H -5.877 4.632 -1.212
H -1.715 -4.038 5.619
H -2.111 4.615 3.053
C -1.285 -3.347 4.904
C 3.109 0.239 2.609
H -1.794 -3.561 -1.181
C -2.644 2.589 -1.679
N -0.952 1.065 3.103
H -0.223 -4.858 3.784
C 0.019 -3.105 -4.012
C -6.997 -0.963 2.211
C 0.739 2.761 -4.166
H -1.915 0.701 4.872
C -4.368 -1.601 -4.691
C 5.787 -0.497 5.096
H 2.326 4.569 -1.786
C -4.963 4.064 -1.339
C -1.007 -1.135 4.042
H -2.119 -2.372 0.092
F 9.189 -0.635 4.265
H -5.760 2.328 -0.377
H 2.613 2.319 -0.828
H -5.874 0.201 -2.267
H 5.435 1.011 1.560
C -3.734 2.008 -1.029
P 1.730 -0.315 -1.626
C -4.980 -0.162 0.427
H 0.672 -3.194 2.159
H 7.250 -1.052 -0.296
N -1.397 2.338 3.183
C -5.372 -0.893 -4.036
C 4.397 0.143 3.222
N -1.584 4.361 2.237
C 1.472 -1.514 -3.001
C 2.109 2.439 -1.781
H -3.931 5.649 -2.353
C 3.899 -1.507 -0.425
H -1.739 2.006 -1.816
H 7.663 0.867 2.629
H -7.781 -1.269 2.892
C 2.037 0.319 2.043
H -2.362 -2.289 -4.652
C -4.895 2.759 -0.867
C -3.851 -0.522 -2.197
C 5.881 0.105 -1.479
H 0.511 0.626 -4.150
H -6.539 0.840 3.281
H 0.855 -4.290 -5.596
C 3.544 -0.502 -1.327
C 1.030 -3.495 -4.880
F 8.725 1.172 5.346
C -5.102 -0.357 -2.788
C 0.198 -2.069 -3.086
C 1.620 1.313 -2.447
H -6.342 -0.751 -4.497
C -6.306 0.222 2.422
*
```

Atomic partial charges in e from the Mulliken method, atoms 1 to 99: number 1, C, carries -0.6036; number 2, C, carries -0.7348; number 3, N, carries 0.2137; number 4, C, carries -0.8044; number 5, H, carries 0.4337; number 6, F, carries -0.2909; number 7, C, carries 0.4360; number 8, C, carries 0.4869; number 9, H, carries 0.2233; number 10, C, carries -0.6092; number 11, H, carries 0.3757; number 12, H, carries 0.3642; number 13, C, carries -0.4124; number 14, H, carries 0.5027; number 15, C, carries -0.5784; number 16, H, carries 0.4553; number 17, C, carries -1.4388; number 18, C, carries -0.4727; number 19, Si, carries 1.9302; number 20, C, carries 0.4111; number 21, H, carries 0.5201; number 22, C, carries -0.6079; number 23, C, carries -0.8222; number 24, C, carries -0.8853; number 25, H, carries 0.4836; number 26, H, carries 0.4123; number 27, Sn, carries 1.2950; number 28, C, carries -0.5048; number 29, C, carries -0.2083; number 30, H, carries 0.2248; number 31, H, carries 0.3964; number 32, C, carries -0.5808; number 33, H, carries 0.4027; number 34, P, carries 0.7937; number 35, C, carries -0.8759; number 36, C, carries -0.7336; number 37, H, carries 0.3578; number 38, C, carries -0.6033; number 39, H, carries 0.4118; number 40, C, carries -0.4825; number 41, H, carries 0.3984; number 42, H, carries 0.3896; number 43, H, carries 0.4513; number 44, H, carries 0.5394; number 45, C, carries 0.8534; number 46, S, carries -0.4119; number 47, C, carries -0.5230; number 48, H, carries 0.1948; number 49, C, carries -0.5488; number 50, C, carries -0.6544; number 51, C, carries -0.8733; number 52, H, carries 0.3911; number 53, H, carries 0.4004; number 54, H, carries 0.2379; number 55, C, carries -0.3379; number 56, C, carries 0.0304; number 57, H, carries 0.4447; number 58, C, carries -0.2137; number 59, N, carries 0.9635; number 60, H, carries 0.4202; number 61, C, carries -0.2673; number 62, C, carries -0.5253; number 63, C, carries -0.6281; number 64, H, carries 0.3135; number 65, C, carries -0.7668; number 66, C, carries -0.6591; number 67, H, carries 0.4207; number 68, C, carries -0.6802; number 69, C, carries 0.6989; number 70, H, carries 0.3227; number 71, F, carries -0.2663; number 72, H, carries 0.4102; number 73, H, carries 0.6299; number 74, H, carries 0.3975; number 75, H, carries 0.5518; number 76, C, carries 0.4113; number 77, P, carries 0.6196; number 78, C, carries 0.2657; number 79, H, carries 0.4252; number 80, H, carries 0.4044; number 81, N, carries -1.5090; number 82, C, carries -0.8631; number 83, C, carries 0.5722; number 84, N, carries -0.3736; number 85, C, carries -0.3759; number 86, C, carries -0.5043; number 87, H, carries 0.3706; number 88, C, carries -0.3612; number 89, H, carries -0.0485; number 90, H, carries 0.3932; number 91, H, carries 0.3758; number 92, C, carries -0.5969; number 93, H, carries 0.2685; number 94, C, carries -0.2182; number 95, C, carries -0.5268; number 96, C, carries -0.7044; number 97, H, carries 0.3159; number 98, H, carries 0.4109; number 99, H, carries 0.3844



> Which of these has the lowest molecular weight?

C53H35CeN4O8



> The highest frontier orbital gap belongs to which entry?

C53H35CeN4O8



> Look up the molecular weight of the second one.

1032.75 Da